The following is a quantum chemistry calculation of one molecule with the formula C3H3ClO2 at a distorted geometry, from OMol25.

## Properties
HOMO energy	-0.3706	Ha
total energy	-726.73611	Eh
Kohn-Sham gap	9.1	eV
SMILES string	O=CC(=O)CCl

```
! wB97M-V def2-TZVPD RIJCOSX def2/J DEFGRID3
* xyz 0 1
O 0.072 -2.027 -0.338
C 0.108 -1.159 -1.134
C -0.285 0.360 -0.928
O -0.128 1.126 -1.892
C -0.785 0.658 0.417
Cl 0.515 0.471 1.684
H 0.367 -1.561 -2.107
H -1.582 -0.070 0.626
H -1.315 1.684 0.569
*
```